--- P ---
ORCA calculation (ωB97M-V/def2-TZVPD) on a single C7H10O3 molecule.

XYZ file:
```
20
Properties=species:S:1:pos:R:3
C 0.2677 0.1240 -2.8844
C -1.0491 0.5266 1.1110
C -1.4628 1.5787 0.0305
C -0.3873 0.3370 -1.6926
C -0.6619 -0.7383 0.3492
C 1.7542 -0.6518 1.3899
C 0.5284 -1.4752 0.7088
O 0.7900 0.9695 -3.5689
O -0.4599 1.5019 -1.0128
O -1.0062 -0.7228 -1.0119
H 0.1519 -1.0180 -3.0826
H -0.1169 0.7534 1.6874
H -1.8040 0.3226 1.8766
H -2.3670 1.4259 -0.5353
H -1.4774 2.5673 0.5682
H 2.0702 0.2906 0.8047
H 2.6312 -1.2368 1.6667
H 1.4283 -0.3021 2.5106
H 0.2584 -2.3728 1.3388
H 0.9120 -1.8796 -0.2535
```

Total charge: 0
LUMO (alpha / beta) (eV): 0.24 / -0.54

--- Q ---
ORCA calculation (ωB97M-V/def2-TZVPD) on a 3-piece molecular cluster, C7H10O3 overall.

XYZ file:
```
20
Properties=species:S:1:pos:R:3
O 0.5767 -0.1325 -2.4642
C -0.0379 0.0746 -1.3364
O -0.8951 -0.9071 -0.9743
C -1.5018 -0.8542 0.3247
C -0.4804 -0.5250 1.3901
C 0.8793 -1.2710 1.2439
C 1.5242 0.0481 0.8317
C 0.2474 0.8039 1.1403
C 0.7564 0.7552 -0.2662
H -2.3177 -0.1158 0.3101
H -1.9317 -1.8514 0.4779
H -0.9337 -0.6115 2.3841
H 1.2521 -1.6062 2.2188
H 0.9269 -2.1069 0.5316
H 2.5533 0.3458 1.0337
H 0.0977 1.7401 1.6767
H 1.2540 1.6567 -0.6260
H -0.2100 0.8305 -3.1750
O -1.1064 1.4427 -2.4137
H -0.6535 2.2842 -2.3080
```

Total charge: 0
LUMO (eV): 0.77

Of them, the most stable is Q and the least stable is P.

--- P ---
ORCA calculation (ωB97M-V/def2-TZVPD) on a 2-piece molecular cluster, C2H9N4O overall.

XYZ file:
```
16
Properties=species:S:1:pos:R:3
C 1.2315 0.1165 0.0665
C -0.9748 -0.4293 -0.8629
N 2.3369 0.8850 0.1137
N 1.2211 -1.0275 0.7249
N -1.1987 -1.4546 -0.1756
N 0.1348 0.3785 -0.7514
O -1.9305 1.1346 0.6075
H -1.3816 -0.1044 -1.7680
H 3.1784 0.3459 0.2058
H 2.2960 1.5645 -0.6567
H 1.8653 -1.3474 1.4002
H -2.8931 1.3686 0.4590
H 0.1052 -1.4915 0.6574
H -1.9350 -2.1137 -0.3991
H -0.1425 1.2449 -1.1844
H -1.9130 0.9297 1.5632
```

Total charge: +1
LUMO (eV): -3.15

--- Q ---
ORCA calculation (ωB97M-V/def2-TZVPD) on a 2-piece molecular cluster, C2H9N4O overall.

XYZ file:
```
16
Properties=species:S:1:pos:R:3
C 1.5584 -0.4391 0.4021
C -1.8987 0.4455 -0.6518
N 1.0861 -1.4942 0.5482
N 2.0778 0.6574 0.1113
N -0.7122 0.9774 -0.0567
N 0.5876 -2.5260 1.2442
O -0.1896 2.0401 -0.7680
H -1.5317 -0.1295 -1.5643
H -2.3866 -0.2134 0.0646
H -2.5519 1.2069 -0.9990
H 1.4394 1.4156 -0.1310
H 3.0026 0.6631 -0.1351
H -0.6616 1.2703 0.8912
H 0.6505 -3.4568 0.8969
H -0.1636 -2.3185 1.8753
H -0.3065 1.9009 -1.7280
```

Total charge: +1
LUMO (eV): -3.19

Of them, the most stable is P and the least stable is Q.